[1]
A cluster of 4 separate species, C3H14O4 in total at a distorted geometry, computed with ωB97M-V/def2-TZVPD.

```
21
Properties=species:S:1:pos:R:3:mulliken_charge:R:1
O 1.538 2.245 -2.592 -0.67
O 1.596 -0.167 -1.158 -0.59
O -0.480 -1.676 5.643 -0.63
O 0.881 2.696 0.114 -0.64
C -2.014 -1.299 -0.530 -1.06
C -0.521 -1.387 -0.705 -0.35
C 0.264 -0.063 -0.680 -0.45
H 0.035 -2.020 -0.001 0.30
H 1.121 3.469 0.648 0.29
H -0.219 -1.907 -1.625 0.28
H -1.249 -1.436 5.141 0.31
H 0.730 2.877 -0.831 0.34
H -2.394 -0.367 -0.968 0.31
H -0.307 0.636 -1.298 0.37
H 0.237 0.362 0.324 0.31
H 2.092 -0.512 -0.424 0.31
H 0.216 -1.412 5.031 0.32
H -2.395 -1.306 0.491 0.28
H -2.496 -2.118 -1.062 0.31
H 1.954 1.546 -2.062 0.37
H 1.411 1.838 -3.459 0.30
```

As for the SMILES: CCCO.O.O.O. As for the LUMO energy: 0.4055 eV. As for the molar mass: 114.1 g/mol. Its total energy is -11527.6697 eV. For the energy relative to the best compared isomer or geometry (same formula, charge and spin), the calculation gives 90.6 kJ/mol. Its multiplicity is 1. The value obtained for the HOMO-LUMO gap is 10.91 eV.

[2]
A cluster of 6 separate species, C3H14O5 in total at a distorted geometry, computed with ωB97M-V/def2-TZVPD.

```
22
Properties=species:S:1:pos:R:3:mulliken_charge:R:1
O 2.211 -0.447 -1.228 -1.06
O 0.944 1.682 -0.483 -0.78
O 0.027 -0.097 1.656 -0.79
O 3.273 0.515 0.927 -0.69
O 0.548 -2.303 -0.079 -0.73
C -2.346 -0.205 -0.368 0.47
C -2.777 -0.292 0.973 -1.04
C -2.420 0.873 -1.202 -0.82
H -2.001 -1.149 -0.785 0.23
H 0.380 0.609 1.050 0.37
H -2.972 -1.289 1.342 0.31
H 0.364 -1.735 0.692 0.35
H -3.310 0.555 1.371 0.37
H -2.860 1.796 -0.849 0.24
H 1.689 2.158 -0.098 0.27
H 3.986 0.049 1.344 0.24
H 1.210 -1.806 -0.617 0.42
H 3.000 0.041 0.062 0.45
H -0.929 -0.097 1.488 0.37
H 1.417 0.879 -0.913 0.45
H 2.689 -0.520 -2.049 0.09
H -2.123 0.784 -2.234 0.27
```

As for the LUMO energy (spin up / spin down): 3.6946 / 2.3227 eV. As for the molar mass: 130.1 g/mol. Its total energy is -13575.3909 eV. Its charge is -1. For the energy relative to the best compared isomer or geometry (same formula, charge and spin), the calculation gives 0.0 kJ/mol. Its multiplicity is 2. The value obtained for the HOMO-LUMO gap (spin up / spin down) is 8.77 / 7.40 eV.

[3]
A structure of composition C3H15AgN4O8 at a distorted geometry, computed with ωB97M-V/def2-TZVPD.

```
31
Properties=species:S:1:pos:R:3:mulliken_charge:R:1
Ag 17.246 -0.504 11.311 0.80
O 15.639 -0.724 9.678 -0.44
O 16.711 -1.458 13.307 -0.42
O 18.835 -1.406 10.161 -0.42
O 16.373 -3.648 13.796 -0.39
O 16.062 1.455 12.349 -0.44
O 17.771 1.203 9.904 -0.36
O 18.780 0.526 12.600 -0.46
O 16.998 -2.907 11.801 -0.32
N 14.995 0.956 14.085 -0.20
N 14.445 2.691 13.185 -0.43
N 20.209 0.408 14.292 -0.41
N 19.144 2.276 13.783 -0.38
C 15.191 1.642 13.109 0.57
C 19.363 1.022 13.523 0.54
C 16.715 -2.658 12.991 0.94
H 19.498 -0.960 9.634 0.31
H 19.693 2.936 14.315 0.21
H 16.035 -4.398 13.301 0.37
H 14.396 3.174 12.299 0.28
H 13.691 2.489 13.826 0.17
H 15.329 0.060 9.225 0.30
H 19.324 -2.063 10.656 0.34
H 20.958 0.964 14.680 0.22
H 20.336 -0.585 14.159 0.22
H 17.950 2.123 10.097 0.25
H 15.601 -1.414 9.016 0.29
H 17.581 1.188 8.966 0.28
H 18.495 2.755 13.175 0.21
H 14.143 1.063 14.616 0.17
H 15.703 0.328 14.439 0.19
```

As for the LUMO energy (spin up / spin down): -5.8549 / -10.8207 eV. As for the molar mass: 343.0 g/mol. Its total energy is -29675.5488 eV. Its charge is +2. Its multiplicity is 3. The value obtained for the HOMO-LUMO gap (spin up / spin down) is 10.51 / 5.50 eV.

[4]
A structure of composition C3H15N10P at a distorted geometry, computed with ωB97M-V/def2-TZVPD.

```
29
Properties=species:S:1:pos:R:3:mulliken_charge:R:1
P 0.174 0.390 -0.066 1.44
N 3.434 1.882 0.290 -0.35
N -0.213 1.190 -1.579 -0.30
N 0.920 -1.718 1.495 -0.68
N -1.095 0.400 0.919 -0.62
N 1.969 0.171 -0.416 -0.40
N -2.170 -1.595 1.450 -0.40
N -0.217 -0.942 -1.423 -0.43
N -3.185 0.373 1.652 -0.43
N 1.062 1.649 0.669 -0.41
N -0.821 0.007 -3.645 -0.35
C -0.405 0.044 -2.348 0.43
C -2.064 -0.249 1.336 0.69
C 2.290 1.253 0.294 0.35
H 4.219 1.449 -0.210 0.26
H -0.331 2.088 -1.910 0.10
H 2.692 -0.519 -0.700 0.24
H 0.241 -1.746 2.277 0.27
H -4.053 -0.101 2.064 0.23
H 1.140 -2.526 0.954 0.21
H -3.229 1.384 1.717 0.23
H 0.948 2.128 1.516 0.28
H -0.980 0.741 -4.298 0.23
H -0.931 -0.984 -3.933 0.25
H -2.864 -2.183 1.906 0.22
H 3.440 2.707 0.963 0.29
H -0.218 -1.913 -1.685 0.19
H -1.503 -2.056 0.833 0.20
H 1.752 -1.322 1.881 0.25
```

As for the LUMO energy: -5.9287 eV. As for the molar mass: 222.2 g/mol. Its total energy is -27530.7840 eV. Its charge is +2. For the energy relative to the best compared isomer or geometry (same formula, charge and spin), the calculation gives 83.8 kJ/mol. Its multiplicity is 1. The value obtained for the HOMO-LUMO gap is 10.38 eV.